[1]
Density functional theory data (ωB97M-V/def2-TZVPD) for a 2-piece molecular cluster, C2H5NOS overall.

Last column: Mulliken charge in e.
Cartesian coordinates (Å):
C  -1.23  1.02  1.11  -0.529
C  -0.07  -0.49  -0.24  0.384
H  -2.04  0.68  1.86  0.221
H  -0.05  1.19  1.37  0.266
H  -1.43  1.88  0.27  0.283
H  -0.48  -2.57  0.16  0.312
H  1.44  -2.28  -0.14  0.375
N  0.10  -1.84  -0.46  -0.640
O  -1.27  -0.16  0.21  -0.324
S  1.24  0.76  -0.45  -0.348

max |F|: 5.84 eV/A
E_LUMO: -0.44 eV
calculated total energy: -607.2461 hartree
2S+1: 1
charge: 0
HOMO-LUMO gap: 0.2956 Eh
molar mass: 91.13 g/mol
relative energy (zero: lowest compared OMol25 entry of this formula, charge and spin): 421.9 kJ/mol
E_HOMO: -0.3116 Ha

---

[2]
Density functional theory data (ωB97M-V/def2-TZVPD) for C53H40N5O6P2Sn as an isolated structure.

Last column: Mulliken charge in e.
Cartesian coordinates (Å):
Sn  0.57  -2.43  0.47  0.657
O  4.05  -4.92  0.49  -0.808
C  3.00  -4.34  0.29  0.610
N  2.24  -3.72  1.14  0.397
C  2.38  -3.76  2.56  -0.122
C  3.62  -3.85  3.26  -0.347
C  3.65  -3.75  4.62  -0.651
C  2.45  -3.40  5.31  -0.320
C  1.28  -3.24  4.65  -0.884
C  1.21  -3.46  3.27  -0.013
N  0.04  -3.37  2.46  0.137
C  -1.15  -3.50  2.94  0.159
O  -1.55  -3.74  4.07  -0.813
C  -2.19  -3.42  1.78  0.296
C  -3.56  -3.38  2.05  -0.426
C  -4.51  -3.31  0.96  -0.496
C  -4.02  -3.41  -0.33  -0.840
C  -2.62  -3.46  -0.50  0.106
N  -1.75  -3.40  0.48  0.059
C  2.43  -4.27  -1.14  0.115
C  3.24  -4.60  -2.20  -0.435
C  2.74  -4.56  -3.46  -0.449
C  1.43  -4.09  -3.65  -0.729
C  0.66  -3.65  -2.53  0.250
N  1.18  -3.83  -1.29  0.026
H  4.47  -4.16  2.63  0.342
H  4.51  -3.97  5.22  0.415
H  2.46  -3.30  6.42  0.316
H  0.34  -3.14  5.20  0.408
H  -3.83  -3.30  3.11  0.506
H  -5.61  -3.20  1.11  0.332
H  -4.61  -3.44  -1.23  0.566
H  -2.24  -3.33  -1.56  0.268
H  4.26  -4.84  -1.95  0.497
H  3.44  -4.74  -4.27  0.382
H  1.01  -3.97  -4.63  0.471
H  -0.29  -3.18  -2.63  0.111
O  -1.60  -0.41  1.24  1.240
P  -1.81  0.99  0.97  -0.078
C  -0.42  1.99  0.20  -0.464
P  1.03  2.45  1.17  1.010
O  0.76  2.78  2.62  -0.828
C  2.22  1.07  1.01  0.749
C  2.54  0.43  2.20  -0.358
C  3.40  -0.67  2.23  -0.568
C  4.13  -0.96  1.03  -0.776
C  3.86  -0.20  -0.15  -0.417
C  2.94  0.85  -0.15  0.075
C  1.73  3.92  0.33  -0.186
C  2.50  4.84  1.04  -0.596
C  3.11  5.96  0.53  -0.931
C  2.83  6.22  -0.81  -0.361
C  2.01  5.37  -1.59  -0.942
C  1.61  4.12  -1.05  0.744
C  -2.37  1.91  2.46  0.294
C  -3.29  1.34  3.32  -0.419
C  -4.00  2.11  4.28  -0.676
C  -3.76  3.44  4.36  -0.316
C  -2.86  4.04  3.50  -0.932
C  -2.17  3.27  2.58  0.000
C  -3.26  1.24  -0.11  0.493
C  -3.44  0.26  -1.07  -0.004
C  -4.53  0.29  -1.96  -0.360
C  -5.36  1.39  -1.96  -0.968
C  -5.20  2.37  -1.01  -0.533
C  -4.17  2.35  -0.13  -0.787
H  -0.85  2.96  -0.04  0.900
H  -0.13  1.58  -0.77  -0.275
H  2.07  0.70  3.17  0.388
H  3.69  -1.28  3.09  0.446
H  4.79  -1.83  0.99  0.433
H  4.42  -0.46  -1.09  0.262
H  2.72  1.40  -1.06  -0.131
H  2.59  4.58  2.09  0.395
H  3.76  6.64  1.09  0.384
H  3.26  7.09  -1.22  0.415
H  1.88  5.61  -2.67  0.234
H  1.15  3.44  -1.63  0.285
H  -3.55  0.33  3.13  0.487
H  -4.88  1.61  4.79  0.273
H  -4.35  4.00  5.06  0.399
H  -2.62  5.11  3.70  0.332
H  -1.35  3.79  1.98  -0.039
H  -2.79  -0.59  -1.03  0.284
H  -4.67  -0.58  -2.61  0.345
H  -6.23  1.49  -2.59  0.409
H  -5.81  3.24  -1.03  0.425
H  -4.09  3.06  0.73  0.173
O  -3.40  -0.87  -4.41  -0.755
C  -2.39  -0.99  -3.72  -0.077
O  -2.18  -1.92  -2.91  -0.638
C  -1.31  0.06  -3.82  0.217
C  -1.79  1.39  -3.95  -0.850
C  -0.95  2.41  -3.89  -0.997
C  0.44  2.08  -3.84  2.351
C  1.47  3.03  -4.08  -1.082
C  2.77  2.65  -3.91  -0.158
C  3.20  1.30  -3.72  -0.861
C  2.20  0.37  -3.63  -0.163
C  0.80  0.76  -3.68  -0.398
N  -0.08  -0.24  -3.56  -0.192
H  -2.82  1.50  -4.14  0.688
H  -1.29  3.47  -3.84  0.272
H  1.15  4.05  -4.27  0.507
H  3.48  3.42  -3.90  0.387
H  4.19  1.05  -3.56  0.497
H  2.36  -0.74  -3.47  0.230

max |F|: 4.76 eV/A
E_LUMO: 2.15 eV
calculated total energy: -3666.1282 hartree
2S+1: 1
charge: -1
HOMO-LUMO gap: 0.2647 Eh
molar mass: 1023.59 g/mol
relative energy (zero: lowest compared OMol25 entry of this formula, charge and spin): 0.0 kJ/mol
E_HOMO: -0.1856 Ha